Model w:
ORCA calculation (wB97M-V/def2-TZVPD) on a molecular structure, C58H59BN2O3P3S2Ti.

Properties
2S+1 ... 1
Molar mass ... 1047.86 g mol⁻¹
Charge ... +1
HOMO energy ... -9.9 eV

Structure (XYZ):
```
129
C58H59BN2O3P3S2Ti | OMol25 | wB97M-V/def2-TZVPD
Ti -0.559 0.050 -0.782
S 1.227 1.919 2.108
P 0.173 0.286 2.394
C -1.017 0.103 1.117
P -2.750 0.187 1.144
S -3.161 0.281 -0.813
C -3.478 1.625 2.002
C -4.851 1.794 1.859
C -5.464 2.896 2.422
C -4.709 3.823 3.126
C -3.340 3.654 3.266
C -2.719 2.553 2.699
C -3.657 -1.207 1.906
C -3.965 -1.161 3.261
C -4.638 -2.215 3.849
C -5.000 -3.318 3.091
C -4.708 -3.354 1.738
C -4.040 -2.301 1.141
C 1.215 -1.212 2.222
C 2.578 -1.152 2.468
C 3.349 -2.297 2.372
C 2.755 -3.505 2.048
C 1.386 -3.573 1.853
C 0.613 -2.430 1.931
C -0.396 0.122 4.125
C -1.072 -1.012 4.564
C -1.403 -1.131 5.901
C -1.068 -0.128 6.799
C -0.391 0.998 6.360
C -0.055 1.123 5.025
H -5.419 1.063 1.299
H -6.530 3.030 2.314
H -5.191 4.682 3.568
H -2.756 4.380 3.815
H -1.648 2.416 2.790
H -3.689 -0.295 3.847
H -4.893 -2.170 4.896
H -5.509 -4.148 3.557
H -5.024 -4.202 1.147
H -3.823 -2.307 0.084
H 3.016 -0.199 2.732
H 4.409 -2.258 2.564
H 3.353 -4.398 1.946
H 0.914 -4.523 1.658
H -0.456 -2.473 1.766
H -1.338 -1.798 3.869
H -1.919 -2.015 6.250
H -1.327 -0.233 7.842
H -0.114 1.775 7.056
H 0.489 1.988 4.672
N -0.053 2.739 -2.797
P 0.009 2.720 -1.073
C -1.007 4.226 -0.838
C -0.590 5.466 -1.319
C -1.436 6.556 -1.240
C -2.690 6.424 -0.661
C -3.111 5.193 -0.188
C -2.277 4.092 -0.291
C 1.693 3.402 -0.926
C 2.667 3.018 -1.842
C 3.942 3.547 -1.760
C 4.252 4.444 -0.752
C 3.291 4.810 0.177
C 2.012 4.292 0.094
C -0.508 1.709 -3.560
C -0.533 1.804 -4.963
C -0.986 0.726 -5.688
C -1.438 -0.406 -5.011
C -1.395 -0.407 -3.634
N -0.910 0.608 -2.916
H 0.092 3.626 -3.271
H 0.397 5.574 -1.749
H -1.122 7.511 -1.638
H -3.339 7.284 -0.589
H -4.093 5.089 0.253
H -2.609 3.118 0.046
H 2.420 2.337 -2.646
H 4.688 3.268 -2.489
H 5.243 4.866 -0.703
H 3.529 5.515 0.960
H 1.250 4.580 0.802
H -0.204 2.711 -5.448
H -1.013 0.763 -6.766
H -1.825 -1.256 -5.550
H -1.780 -1.238 -3.053
C 7.548 -1.167 -2.720
C 6.196 -0.730 -2.272
C 5.050 -1.067 -2.985
C 3.786 -0.730 -2.538
C 2.604 -1.116 -3.366
C 3.645 -0.026 -1.308
C 2.371 0.239 -0.722
O 1.240 -0.022 -1.210
C 4.817 0.392 -0.618
C 4.813 1.204 0.639
C 6.053 0.022 -1.112
H 7.577 -1.316 -3.796
H 7.792 -2.116 -2.241
H 8.308 -0.446 -2.428
H 5.160 -1.615 -3.910
H 2.939 -1.538 -4.311
H 1.967 -0.255 -3.577
H 1.987 -1.853 -2.848
H 2.379 0.704 0.272
H 4.903 0.539 1.498
H 3.929 1.815 0.782
H 5.677 1.865 0.640
H 6.942 0.342 -0.590
C 0.672 -4.967 -2.173
C -0.482 -3.970 -2.282
C -1.006 -3.985 -3.720
O 0.046 -2.653 -2.023
B -0.582 -2.074 -0.952
O -1.524 -2.916 -0.438
C -1.606 -4.143 -1.189
C -1.405 -5.321 -0.233
C -3.025 -4.256 -1.760
H 1.371 -4.780 -2.985
H 0.313 -5.989 -2.257
H 1.203 -4.843 -1.233
H -0.217 -3.643 -4.386
H -1.861 -3.329 -3.841
H -1.291 -4.995 -3.997
H -0.406 -5.345 0.190
H -1.590 -6.255 -0.757
H -2.119 -5.232 0.583
H -3.367 -3.310 -2.176
H -3.705 -4.538 -0.961
H -3.065 -5.026 -2.524
```

Löwdin population analysis, charges in e, atoms 1 to 2:
1 Ti 0.656
2 S 0.398

Model x:
ORCA calculation (wB97M-V/def2-TZVPD) on a molecular structure, C58H59BN2O3P3S2Ti.

Properties
2S+1 ... 1
Molar mass ... 1047.86 g mol⁻¹
Charge ... +1
HOMO energy ... -9.5 eV

Structure (XYZ):
```
129
C58H59BN2O3P3S2Ti | OMol25 | wB97M-V/def2-TZVPD
Ti 0.462 0.730 -0.369
S 2.326 1.733 -1.711
P 2.232 -0.148 -2.482
C 1.283 -1.048 -1.385
P 2.003 -1.747 -0.001
S 2.374 -0.160 1.174
C 0.806 -2.873 0.782
C 0.622 -2.900 2.159
C -0.315 -3.749 2.731
C -1.068 -4.595 1.927
C -0.856 -4.609 0.554
C 0.082 -3.758 -0.009
C 3.442 -2.823 -0.198
C 3.535 -3.675 -1.295
C 4.620 -4.527 -1.422
C 5.609 -4.539 -0.445
C 5.515 -3.695 0.652
C 4.435 -2.832 0.774
C 3.904 -0.724 -2.839
C 4.897 -0.497 -1.887
C 6.179 -0.979 -2.095
C 6.481 -1.676 -3.258
C 5.501 -1.885 -4.217
C 4.215 -1.409 -4.010
C 1.374 -0.070 -4.082
C 1.079 1.146 -4.691
C 0.368 1.179 -5.884
C -0.054 -0.002 -6.478
C 0.239 -1.220 -5.877
C 0.946 -1.251 -4.687
H 1.224 -2.263 2.790
H -0.454 -3.750 3.805
H -1.802 -5.256 2.371
H -1.418 -5.284 -0.080
H 0.251 -3.787 -1.074
H 2.770 -3.660 -2.065
H 4.698 -5.178 -2.284
H 6.456 -5.206 -0.542
H 6.288 -3.703 1.410
H 4.373 -2.154 1.617
H 4.661 0.054 -0.985
H 6.944 -0.807 -1.349
H 7.486 -2.047 -3.420
H 5.740 -2.413 -5.133
H 3.464 -1.566 -4.774
H 1.400 2.070 -4.227
H 0.145 2.132 -6.347
H -0.606 0.023 -7.409
H -0.090 -2.144 -6.336
H 1.158 -2.205 -4.216
N -2.273 0.548 -2.541
P -1.996 -0.472 -1.220
C -2.315 -2.051 -2.079
C -3.617 -2.534 -2.241
C -3.856 -3.656 -3.019
C -2.803 -4.301 -3.655
C -1.514 -3.809 -3.521
C -1.272 -2.685 -2.744
C -3.523 -0.336 -0.228
C -3.813 -1.328 0.710
C -5.034 -1.334 1.367
C -5.976 -0.347 1.095
C -5.670 0.675 0.208
C -4.442 0.687 -0.444
C -1.716 1.793 -2.709
C -2.223 2.595 -3.744
C -1.684 3.835 -3.956
C -0.645 4.260 -3.129
C -0.206 3.414 -2.145
N -0.716 2.181 -1.906
H -2.989 0.294 -3.204
H -4.453 -2.047 -1.755
H -4.868 -4.025 -3.130
H -2.991 -5.180 -4.259
H -0.690 -4.301 -4.026
H -0.276 -2.275 -2.633
H -3.096 -2.121 0.903
H -5.257 -2.122 2.074
H -6.941 -0.370 1.586
H -6.390 1.459 0.012
H -4.229 1.473 -1.158
H -3.028 2.210 -4.356
H -2.061 4.465 -4.751
H -0.180 5.228 -3.245
H 0.592 3.716 -1.495
C -3.314 -0.639 7.277
C -2.782 -0.116 5.975
C -1.461 -0.351 5.595
C -0.954 0.101 4.392
C 0.513 0.005 4.123
C -1.832 0.770 3.507
C -1.526 0.990 2.119
O -0.618 0.458 1.467
C -3.123 1.156 3.940
C -4.031 2.093 3.187
C -3.581 0.675 5.158
H -2.583 -1.264 7.786
H -4.217 -1.228 7.112
H -3.581 0.185 7.941
H -0.801 -0.874 6.279
H 1.016 -0.496 4.950
H 0.937 1.004 4.007
H 0.754 -0.491 3.191
H -2.191 1.672 1.582
H -4.776 1.549 2.613
H -3.516 2.771 2.508
H -4.561 2.712 3.911
H -4.578 0.947 5.489
C 2.649 4.172 3.556
C 1.404 3.824 2.767
C 0.188 3.784 3.681
O 1.573 2.497 2.196
B 0.983 2.471 0.952
O 0.544 3.736 0.602
C 1.166 4.694 1.507
C 0.225 5.865 1.696
C 2.459 5.144 0.843
H 2.711 3.548 4.449
H 2.619 5.216 3.878
H 3.550 4.013 2.966
H 0.338 3.037 4.460
H -0.717 3.532 3.124
H 0.027 4.749 4.166
H -0.769 5.540 2.002
H 0.130 6.415 0.759
H 0.613 6.554 2.450
H 3.130 4.301 0.671
H 2.983 5.887 1.447
H 2.224 5.598 -0.121
```

Löwdin population analysis, charges in e, atoms 1 to 2:
1 Ti 0.580
2 S 0.494

The least stable of the structures above is model x, whereas model w is the most stable.